Here is a molecular structure, C47H48F42N12O28S14 in a non-equilibrium geometry from OMol25. Energies are from ωB97M-V/def2-TZVPD.

Geometry as XYZ:
```
191
Properties=species:S:1:pos:R:3:mulliken_charge:R:1
C -0.34020 6.40491 12.33974 -1.383
C 0.46626 6.26101 11.06306 -0.296
C 1.16679 4.91628 11.01084 -0.571
N 2.43225 4.66858 10.00001 0.168
C 2.12061 5.33935 8.68425 -0.833
C 3.13915 4.94537 7.51997 -0.699
C 3.22783 3.41386 7.41505 -0.676
C 3.63482 2.72903 8.72385 -0.653
C 2.62551 3.15495 9.81242 -0.848
C 3.75557 5.24710 10.57708 -0.985
H -1.06426 5.61837 12.55235 0.364
H -0.92112 7.31794 12.20931 0.382
H 0.22111 6.62257 13.24839 0.371
H 1.29918 6.96269 11.01839 0.274
H -0.10302 6.53233 10.17401 0.381
H 0.41705 4.12522 10.99573 0.451
H 1.69315 4.79133 11.95711 0.339
H 1.12330 5.17919 8.27459 0.489
H 2.13113 6.40636 8.90670 0.499
H 2.67421 5.33912 6.61615 0.394
H 4.14898 5.35451 7.48938 0.333
H 2.24898 2.99625 7.17932 0.284
H 3.84779 3.02940 6.60514 0.388
H 3.62260 1.64289 8.63304 0.435
H 4.60417 3.00810 9.13686 0.312
H 1.60593 2.89458 9.52824 0.445
H 2.85035 2.54739 10.68901 0.469
H 3.93015 4.57748 11.41923 0.428
H 3.63554 6.32543 10.68146 0.362
H 4.67041 5.28455 9.98567 0.373
C 4.21344 8.41530 -4.04993 -1.071
N 3.50223 7.37284 -3.38388 0.017
C 3.14804 6.33682 -4.13237 -0.311
C 2.52503 5.25604 -3.49726 -0.737
C 2.13678 5.33933 -2.15401 1.022
C 2.59460 6.42161 -1.40684 -0.677
C 3.31755 7.45716 -2.01109 -0.296
C 1.44037 4.17049 -1.50258 0.808
C 0.50853 4.49493 -0.51723 -0.624
C -0.30890 3.40577 -0.16029 -0.467
N -0.13852 2.14280 -0.59243 0.047
C 0.81391 1.87152 -1.50607 -0.138
C 1.70795 2.85349 -1.91606 -0.784
C -0.95492 1.02866 -0.02603 -0.825
H 4.18797 9.37642 -3.53640 0.388
H 3.67124 8.59140 -4.97897 0.427
H 5.24324 8.08256 -4.17986 0.365
H 3.48416 6.29491 -5.15788 0.515
H 2.17124 4.44313 -4.11404 0.492
H 2.48049 6.36733 -0.33426 0.463
H 3.82072 8.23220 -1.45205 0.439
H 0.30968 5.50791 -0.19982 0.476
H -1.04741 3.63256 0.59441 0.431
H 0.75326 0.87434 -1.91640 0.468
H 2.36442 2.63417 -2.74513 0.535
H -2.01131 1.29226 -0.07740 0.368
H -0.68030 0.93846 1.02495 0.374
H -0.73839 0.11441 -0.57862 0.293
C -9.55267 -5.75202 -4.03089 -0.880
N -9.37643 -6.96450 -4.85907 0.047
C -8.13325 -7.16135 -5.44253 -0.408
C -7.92587 -8.44557 -5.97038 -0.621
C -8.93398 -9.36261 -6.26183 0.938
C -10.17951 -9.04855 -5.81138 -0.675
C -10.41420 -7.81454 -5.11181 -0.226
C -8.70471 -10.60873 -7.05244 0.689
C -9.33661 -11.83810 -6.70810 -0.698
C -9.19205 -13.01413 -7.47640 -0.193
N -8.37398 -12.98457 -8.58595 0.028
C -7.75397 -11.84522 -8.96438 -0.054
C -7.91043 -10.64453 -8.22124 -0.694
C -8.17542 -14.24300 -9.24312 -0.927
H -8.72615 -5.77522 -3.32068 0.371
H -10.47941 -5.66313 -3.46401 0.324
H -9.43643 -4.90388 -4.70561 0.370
H -7.32022 -6.45570 -5.35627 0.547
H -6.89249 -8.71478 -6.13180 0.478
H -11.04948 -9.66312 -5.98976 0.415
H -11.38901 -7.53146 -4.74299 0.415
H -10.12906 -11.90868 -5.97774 0.426
H -9.74345 -13.88995 -7.16768 0.405
H -7.21619 -11.98252 -9.89085 0.415
H -7.17458 -9.90505 -8.50066 0.447
H -8.99896 -14.95691 -9.22855 0.385
H -7.33731 -14.69328 -8.71121 0.356
H -8.08495 -13.91609 -10.27900 0.320
C 10.01112 0.56577 -5.39330 0.589
F 10.83790 0.61088 -4.30791 -0.216
F 9.65704 1.83032 -5.67292 -0.212
F 10.67165 -0.01194 -6.46415 -0.224
S 8.29347 -0.47935 -5.11224 0.950
O 8.05095 -0.34448 -3.66576 -0.640
O 7.26705 0.24742 -5.90305 -0.585
N 8.78408 -2.06881 -5.52732 -0.348
S 7.57117 -2.62614 -6.13490 1.065
O 6.31390 -2.43422 -5.33119 -0.653
O 7.53398 -2.25040 -7.54116 -0.667
C 7.96440 -4.50017 -6.14753 0.599
F 8.00824 -5.01154 -4.83463 -0.255
F 7.01129 -5.10621 -6.66647 -0.176
F 9.14426 -4.68605 -6.82981 -0.226
C 3.34547 -6.03501 4.57457 0.675
F 2.13081 -5.71711 4.99461 -0.248
F 3.82341 -5.00952 3.86929 -0.252
F 4.06302 -6.14065 5.63716 -0.226
S 3.34965 -7.81781 3.72732 0.994
O 2.14817 -7.93799 2.97409 -0.679
O 4.43519 -7.88837 2.83553 -0.574
N 3.30641 -8.94836 4.98199 -0.453
S 4.76212 -9.42794 5.14200 1.108
O 5.30782 -10.12751 3.98480 -0.656
O 5.59618 -8.35597 5.64307 -0.660
C 4.71855 -10.71548 6.62025 0.657
F 3.48186 -10.69894 7.10036 -0.231
F 5.02309 -11.89989 6.19343 -0.234
F 5.63778 -10.34990 7.44043 -0.219
C -8.31705 4.56566 3.13120 0.620
F -8.43116 5.53621 4.07239 -0.232
F -9.51452 4.55116 2.57025 -0.221
F -7.39529 4.74212 2.18677 -0.213
S -8.02608 2.83636 4.02193 0.976
O -9.32253 2.50719 4.64041 -0.619
O -7.58271 1.93022 2.98878 -0.611
N -6.82414 3.24154 5.08254 -0.311
S -6.87267 2.08628 6.05461 0.965
O -7.66368 2.30714 7.24229 -0.662
O -6.87060 0.68844 5.55657 -0.651
C -5.04169 2.21098 6.65358 0.664
F -4.33555 1.83061 5.66747 -0.234
F -4.86121 3.47274 7.08466 -0.252
F -4.95213 1.34969 7.61090 -0.221
C 6.52423 7.20307 -11.34365 0.675
F 6.32726 5.92184 -11.02496 -0.235
F 6.72238 7.91097 -10.25473 -0.227
F 7.58618 7.27953 -12.10160 -0.211
S 5.02033 8.04747 -12.29165 0.984
O 5.15563 9.43365 -11.81995 -0.605
O 5.20853 7.89758 -13.72136 -0.619
N 3.68217 7.19949 -11.58252 -0.364
S 2.59152 8.10760 -12.08251 1.021
O 2.53776 9.45787 -11.51804 -0.674
O 2.27027 8.04714 -13.43431 -0.625
C 1.05086 7.42117 -11.20666 0.582
F 1.16729 7.52477 -9.87610 -0.225
F -0.06163 8.07043 -11.71367 -0.228
F 0.92384 6.09625 -11.45337 -0.247
C -1.00744 -4.86475 -5.46364 0.646
F -0.12739 -5.74052 -5.94988 -0.205
F -2.04421 -5.53653 -5.06144 -0.206
F -0.44525 -4.10989 -4.56606 -0.192
S -1.68858 -3.71842 -6.91666 0.953
O -0.46594 -3.45316 -7.73946 -0.587
O -2.74475 -4.38770 -7.66073 -0.632
N -2.39282 -2.35104 -6.08807 -0.457
S -2.05466 -1.10198 -7.02593 1.013
O -0.76988 -0.41593 -6.64038 -0.640
O -2.30720 -1.33809 -8.46664 -0.620
C -3.41844 0.19709 -6.65211 0.595
F -4.63178 -0.35657 -6.48512 -0.234
F -3.05207 1.04862 -5.65810 -0.225
F -3.52624 0.90767 -7.72064 -0.212
C -6.44505 -10.14189 1.74650 0.725
F -6.14970 -10.52720 0.62462 -0.222
F -5.57556 -10.59913 2.67362 -0.236
F -6.22646 -8.86267 1.75053 -0.253
S -8.29880 -10.57682 2.28541 0.892
O -9.05052 -9.36487 1.85737 -0.633
O -8.65362 -11.84492 1.64501 -0.544
N -7.92155 -10.47246 4.03037 -0.338
S -8.55538 -11.66108 4.54524 1.012
O -9.95851 -11.82965 4.30033 -0.651
O -7.73729 -12.84498 4.22387 -0.679
C -8.20391 -11.55297 6.48877 0.571
F -6.87019 -11.56462 6.59353 -0.211
F -8.87641 -10.55689 7.09968 -0.209
F -8.50401 -12.74710 7.03562 -0.222
C 10.31543 13.77008 8.93799 0.641
F 9.68742 14.82365 9.58190 -0.238
F 11.05542 14.23521 7.91583 -0.202
F 11.06410 13.10054 9.82219 -0.219
S 8.98293 12.50347 8.03350 0.902
O 9.81804 11.29214 7.89553 -0.541
O 7.85023 12.33728 8.94291 -0.647
N 8.45945 13.40879 6.62334 -0.474
S 9.38271 12.56851 5.58676 1.141
O 10.79449 12.59866 5.91597 -0.611
O 8.92962 11.23457 5.12793 -0.653
C 9.24250 13.70202 4.01228 0.600
F 9.95401 14.82248 4.07545 -0.227
F 9.75973 12.99024 2.98409 -0.243
F 8.02341 13.94307 3.68009 -0.229
```

Summary:
Charge: -2
Molecular weight (g mol⁻¹): 2475.81
Maximum force (eV/A): 9.48
HOMO (eV): -5.3



Here is a molecular structure, C47H48GeIOPSSiTi in a non-equilibrium geometry from OMol25. Energies are from ωB97M-V/def2-TZVPD.

Geometry as XYZ:
```
102
Properties=species:S:1:pos:R:3:mulliken_charge:R:1
Ti 0.21660 0.46590 -0.25780 -0.125
I 0.22780 0.43300 2.71150 0.077
C 2.11100 0.12810 3.76550 0.301
C 1.96660 0.19140 5.13460 -0.659
C 3.08200 0.10660 5.96550 -0.915
C 4.32910 0.01740 5.40870 -0.893
C 4.49860 -0.04380 4.01100 0.783
C 5.80340 -0.07360 3.48070 -0.822
C 6.01940 -0.11310 2.12740 -1.198
C 4.93140 -0.21380 1.27230 -0.439
C 3.62390 -0.22860 1.74610 1.701
P 2.39800 -0.53300 0.43860 1.892
C 2.78940 0.90610 -0.64560 0.527
C 2.31530 2.16220 -0.21620 -0.210
C 2.62390 3.30790 -0.92930 -1.020
C 3.39170 3.22720 -2.08380 -0.657
C 3.85890 1.99300 -2.51610 -0.911
C 3.56540 0.84190 -1.80730 -0.646
C 3.03580 -1.95070 -0.50330 0.166
C 2.37020 -2.19870 -1.70490 0.344
C 2.61230 -3.35670 -2.41500 -0.887
C 3.49460 -4.29940 -1.90960 -0.823
C 4.13590 -4.07270 -0.70410 -0.989
C 3.90850 -2.90610 0.00490 -0.818
C 3.35980 -0.05610 3.13490 -0.054
H 0.98770 0.33410 5.56310 0.430
H 2.95110 0.15460 7.03370 0.428
H 5.21030 0.00800 6.03090 0.407
H 6.63630 -0.05870 4.16540 0.439
H 7.01940 -0.09580 1.72420 0.443
H 5.09970 -0.30910 0.20750 0.431
H 1.79800 2.25750 0.74540 0.304
H 2.30120 4.27310 -0.56740 0.513
H 3.64930 4.12330 -2.62360 0.449
H 4.48060 1.93360 -3.39760 0.520
H 3.96120 -0.11160 -2.13760 0.419
H 1.64540 -1.46720 -2.06090 -0.025
H 2.10250 -3.53940 -3.35060 0.457
H 3.66540 -5.21530 -2.45550 0.423
H 4.81120 -4.81640 -0.30710 0.449
H 4.39970 -2.73950 0.95260 0.511
C -4.55650 -1.79760 3.17180 -0.687
C -4.56600 -0.79790 2.21250 -0.933
C -3.56900 -0.75390 1.25550 -0.464
C -2.55390 -1.70270 1.23340 0.060
C -2.55280 -2.69440 2.20490 -0.308
C -3.54670 -2.74330 3.16500 -0.855
Ge -1.15230 -1.65100 -0.18530 2.703
C -2.10400 -2.15960 -1.86390 -0.391
C -3.48840 -2.25500 -1.91940 -0.145
C -4.12790 -2.66310 -3.07770 -0.706
C -3.38750 -2.99260 -4.19910 -0.942
C -2.00570 -2.90100 -4.16060 -0.530
C -1.37320 -2.47720 -3.00480 0.274
C -0.06440 -3.28090 0.23930 -0.276
C -0.20460 -4.46040 -0.48120 -0.432
C 0.49760 -5.59780 -0.12440 -0.723
C 1.36320 -5.57460 0.95400 -0.731
C 1.50970 -4.40880 1.68730 -0.597
C 0.79570 -3.27900 1.33130 -0.124
H -5.33610 -1.83980 3.91590 0.406
H -5.35020 -0.05450 2.21080 0.427
H -3.58190 0.02380 0.50170 0.706
H -1.77300 -3.44220 2.19980 0.354
H -3.53350 -3.52560 3.90880 0.443
H -4.06510 -2.02200 -1.03470 0.339
H -5.20500 -2.74060 -3.09660 0.458
H -3.87970 -3.32150 -5.10050 0.383
H -1.42830 -3.17880 -5.03160 0.521
H -0.29250 -2.40060 -2.97280 -0.093
H -0.88740 -4.49170 -1.31870 0.374
H 0.36040 -6.51060 -0.68650 0.419
H 1.91340 -6.46130 1.23050 0.392
H 2.17170 -4.38130 2.54060 0.460
H 0.89230 -2.38650 1.94220 0.269
C -3.01660 1.90880 -1.44980 -1.349
Si -1.60330 2.29020 -0.17660 1.803
C -0.83340 3.98880 -0.71510 -1.444
C -2.42140 2.65180 1.53620 -1.363
H -3.97210 2.24760 -1.05650 0.553
H -3.11850 0.85010 -1.68380 0.233
H -2.84290 2.44190 -2.38150 0.395
H -1.63480 4.70690 -0.86710 0.477
H -0.26420 3.92160 -1.64040 0.312
H -0.18400 4.39860 0.05410 0.288
H -3.29510 3.28030 1.38040 0.408
H -1.74230 3.19420 2.18940 0.360
H -2.74460 1.75760 2.06470 0.234
O 0.28980 0.44550 -2.23070 -0.682
S 0.02930 1.41890 -3.35510 0.282
C 1.24510 0.92100 -4.64900 -0.422
C 0.45140 0.77840 -5.93160 -0.969
C -0.81430 0.01870 -5.55000 -0.280
C -1.37780 0.70060 -4.31480 -0.061
H 1.65420 -0.03360 -4.31180 0.043
H 2.03620 1.66620 -4.70870 0.478
H 1.02220 0.24690 -6.69260 0.433
H 0.20360 1.76580 -6.32480 0.344
H -0.56540 -1.01860 -5.32250 -0.097
H -1.54560 0.01920 -6.35690 0.508
H -1.90500 0.01500 -3.65560 -0.479
H -2.02200 1.53630 -4.57480 0.622
```

Summary:
Charge: +1
Molecular weight (g mol⁻¹): 967.41
Maximum force (eV/A): 1.73
Multiplicity: 2
HOMO (alpha / beta) (eV): -9.9 / -9.7